Entry 1:
{
  "formula": "C25H24N4S2Ta",
  "method": "the ωB97M-V functional and the def2-TZVPD basis",
  "elements": ["C", "H", "N", "C", "Ta", "H", "C", "C", "S", "H", "C", "C", "H", "C", "N", "H", "C", "H", "H", "C", "H", "C", "C", "C", "C", "C", "C", "C", "C", "C", "H", "C", "N", "H", "H", "H", "H", "S", "H", "C", "C", "H", "H", "H", "H", "H", "H", "C", "H", "C", "N", "H", "C", "H", "H", "C"],
  "coordinates": [[12.195, 7.600, 7.074], [12.764, 9.664, 7.440], [10.749, 9.377, 7.820], [12.851, 15.379, 9.005], [10.204, 11.487, 8.840], [8.380, 14.376, 4.859], [8.668, 10.799, 13.423], [6.902, 11.966, 9.408], [10.572, 13.707, 9.119], [9.790, 12.585, 13.999], [11.976, 8.910, 7.430], [12.321, 14.077, 9.110], [7.551, 8.290, 7.905], [8.735, 9.138, 10.078], [9.663, 11.200, 10.912], [7.795, 8.967, 12.683], [6.965, 10.497, 9.087], [5.835, 12.225, 9.551], [7.972, 8.349, 10.242], [7.361, 12.778, 8.226], [10.794, 12.779, 11.611], [10.054, 12.035, 11.934], [14.227, 15.580, 8.930], [8.294, 9.084, 7.701], [8.079, 13.928, 5.797], [13.195, 12.981, 9.102], [14.581, 13.188, 9.014], [9.677, 8.539, 7.542], [11.099, 6.739, 6.949], [9.557, 11.883, 13.194], [12.156, 16.210, 8.950], [6.481, 13.673, 7.622], [8.543, 12.436, 7.598], [6.397, 10.260, 8.175], [6.113, 14.871, 5.885], [13.224, 7.253, 6.924], [8.210, 10.706, 14.393], [12.434, 11.354, 9.171], [9.881, 12.746, 6.071], [6.826, 14.230, 6.392], [15.093, 14.482, 8.959], [15.245, 12.335, 8.962], [9.690, 8.641, 9.875], [11.237, 5.702, 6.684], [7.412, 12.226, 10.342], [5.550, 13.900, 8.139], [8.941, 6.568, 7.009], [8.887, 13.017, 6.433], [8.000, 9.674, 6.812], [9.811, 7.209, 7.128], [8.371, 9.999, 8.883], [14.613, 16.592, 8.873], [8.402, 9.833, 12.462], [16.173, 14.603, 8.962], [6.480, 9.887, 9.865], [8.918, 10.054, 11.215]],
  "atomic_forces_ev_per_a": [[0.08, -0.28, -0.12], [-0.05, -0.57, 0.18], [-1.11, -0.37, -1.39], [-0.76, -0.44, -0.04], [-2.50, -2.12, -0.16], [-0.04, -0.06, 0.04], [0.62, 0.79, 0.45], [-0.65, 0.67, 0.12], [0.98, 1.70, -0.38], [0.03, -0.29, -0.34], [-0.40, 0.60, 0.56], [0.48, 0.15, -0.02], [0.35, 0.35, -0.28], [-0.21, -0.16, -0.79], [-0.12, -1.33, 0.71], [-0.01, -0.04, -0.03], [-0.22, -0.40, 0.09], [0.54, -0.13, 0.16], [0.35, 0.51, 0.02], [0.30, -0.45, -1.17], [-0.60, -0.16, 0.56], [0.29, -0.22, -1.29], [-0.13, -0.40, 0.22], [0.81, 0.60, 0.50], [-1.01, -0.04, 0.31], [0.06, 0.09, 0.03], [-0.59, -0.35, 0.03], [0.39, -0.79, -0.35], [0.51, -0.21, -0.08], [-0.94, -0.74, 0.53], [0.19, 0.03, 0.09], [0.66, -0.11, -0.08], [-0.44, 0.15, 1.16], [0.18, 0.40, 0.19], [0.18, 0.12, 0.01], [-0.55, 0.16, -0.15], [-0.03, -0.02, 0.25], [2.01, 0.80, -0.01], [-0.28, 0.18, -0.21], [0.56, -0.20, -0.10], [-0.26, -0.11, 0.13], [0.05, 0.00, 0.13], [-0.21, -0.05, 0.09], [0.19, -0.11, -0.02], [-0.04, -0.07, -0.15], [0.14, 0.03, -0.34], [0.15, 0.20, -0.09], [0.22, 0.25, 0.11], [0.05, -0.31, 0.39], [0.44, 1.30, 0.45], [-0.57, -1.03, 0.35], [-0.02, -0.12, -0.03], [0.31, 0.65, 0.10], [-0.23, 0.12, -0.16], [0.22, 0.31, -0.06], [0.64, 1.49, -0.09]],
  "lowdin_charge": [0.0093, 0.0671, -0.0581, -0.0572, 1.3453, 0.1345, 0.0512, -0.1037, 0.7521, 0.1452, -0.1316, -0.5792, 0.1579, -0.1032, -0.0964, 0.1468, -0.1350, 0.1487, 0.1659, -0.2437, 0.1000, -0.0935, -0.0131, -0.1048, 0.0172, -0.5680, -0.0584, -0.2568, 0.0254, 0.0250, 0.1227, 0.0358, -0.1298, 0.1447, 0.1390, 0.1444, 0.1381, 0.7401, 0.1275, 0.0455, -0.0129, 0.1226, 0.1367, 0.1391, 0.1192, 0.1418, 0.1435, -0.1418, 0.1532, 0.0331, -0.2498, 0.1329, 0.0389, 0.1347, 0.1492, -0.2369],
  "homo_energy_ev": -17.21,
  "total_charge": 3,
  "homo_lumo_gap_ev": 6.4,
  "multiplicity": 1
}

***

Entry 2:
{
  "formula": "C25H25AgN5",
  "method": "the ωB97M-V functional and the def2-TZVPD basis",
  "elements": ["C", "N", "H", "H", "C", "C", "C", "C", "H", "H", "N", "H", "C", "N", "C", "H", "C", "H", "C", "N", "Ag", "C", "H", "C", "C", "C", "H", "H", "H", "H", "N", "C", "H", "H", "C", "C", "C", "H", "H", "H", "C", "C", "C", "H", "C", "C", "C", "H", "H", "H", "H", "H", "C", "H", "C", "H"],
  "coordinates": [[0.391, 3.031, 0.685], [-1.491, -0.850, -4.302], [0.542, 0.481, -6.583], [1.276, -0.311, -2.468], [0.213, 0.100, -5.637], [-1.581, 4.373, 0.643], [-1.885, 1.332, -1.654], [-2.110, 3.492, -0.286], [-1.926, 2.159, 4.240], [-2.969, 1.511, -1.814], [-1.985, 0.665, 2.797], [1.391, -2.870, -0.212], [2.174, -2.846, 0.561], [-1.701, 0.037, -1.087], [-1.336, -0.315, 2.146], [2.182, 0.351, -4.786], [-1.321, -1.151, -1.929], [-2.908, 0.831, 0.391], [1.130, 0.095, -4.552], [-0.119, 2.222, -0.258], [1.162, 0.535, -0.160], [2.386, -4.013, 1.250], [0.109, 4.642, 2.085], [3.240, -4.129, 2.322], [0.706, 0.261, 3.253], [-2.138, -1.070, 1.113], [-2.141, 5.271, 1.015], [1.774, 0.113, 3.335], [-3.005, -1.554, 1.629], [4.658, -1.163, 2.059], [2.825, -0.416, 0.459], [-1.321, 2.442, -0.740], [0.433, -1.428, 1.930], [-3.027, 3.774, -0.794], [-1.039, -0.430, -5.468], [-1.323, 1.447, 3.649], [-0.326, 4.092, 1.214], [1.682, -4.810, 1.069], [-1.542, -1.921, 0.811], [1.375, 2.656, 1.006], [4.114, -3.086, 2.583], [2.926, -1.682, 0.908], [-2.644, -0.169, -0.055], [-0.592, -1.666, -1.316], [-0.707, -0.744, -3.266], [3.909, -1.936, 1.912], [0.012, 1.275, 3.919], [5.028, -3.191, 3.282], [3.243, -5.029, 2.957], [-2.155, -1.763, -2.134], [-1.445, 1.344, -2.665], [0.593, 1.809, 4.674], [0.632, -0.237, -3.322], [-3.602, -0.569, -0.460], [-0.014, -0.561, 2.384], [-1.756, -0.431, -6.332]],
  "atomic_forces_ev_per_a": [[0.04, -0.39, 0.17], [-0.94, -0.39, -0.02], [0.00, -0.03, -0.47], [0.11, 0.12, 0.51], [1.05, -0.18, 0.62], [0.18, 0.60, 1.24], [-0.34, 0.42, -1.09], [0.36, 1.27, -0.65], [0.29, -0.23, -0.53], [0.23, 0.31, 0.00], [-0.36, 0.48, -0.29], [0.44, 0.45, 0.15], [-0.29, 0.03, -0.52], [1.06, -0.08, -0.67], [-1.09, 0.96, 0.18], [-0.75, -0.03, 0.65], [1.01, 2.06, 0.54], [0.27, -0.99, -0.24], [-0.40, 0.45, -1.43], [0.23, 0.54, 0.21], [0.83, -0.97, -0.12], [-1.20, -0.27, 0.64], [-0.58, -0.34, -1.08], [0.50, -1.98, 0.97], [-0.75, -0.07, -0.36], [-0.86, -0.24, 0.64], [0.43, -1.07, -0.52], [0.04, -0.08, 0.22], [0.36, 0.63, -0.35], [-0.26, 0.36, -0.04], [-0.26, -1.11, 0.20], [-1.04, -1.12, -0.32], [0.48, -0.04, -0.25], [-0.13, -0.48, 0.20], [-0.55, 0.89, -1.70], [-0.91, -0.31, 0.55], [0.31, 0.32, 0.44], [-0.02, -0.47, -0.18], [0.25, -0.10, -0.63], [-0.42, 0.88, 0.26], [1.24, -0.50, 1.16], [-0.65, 2.15, -0.79], [-0.84, -0.46, 1.57], [0.24, -0.49, -0.06], [1.14, 0.40, 1.68], [1.83, 1.16, -0.08], [1.80, -0.60, 0.11], [-1.74, 0.18, -0.95], [0.07, 0.25, -0.53], [-1.16, -0.78, -0.20], [0.09, 0.39, 0.49], [-0.55, 0.36, -0.24], [-0.65, -1.34, -0.42], [0.22, -0.05, 0.14], [0.98, -0.28, 0.28], [0.69, -0.21, 0.89]],
  "lowdin_charge": [-0.1453, 0.0967, 0.0843, 0.0439, -0.0856, -0.0715, -0.1481, -0.0366, 0.1005, 0.1219, 0.0987, 0.0686, -0.1388, -0.1865, -0.3136, 0.1173, -0.0843, 0.1187, -0.0584, -0.0155, 0.7181, -0.1942, 0.1177, -0.2096, -0.0550, -0.1038, 0.1171, 0.1032, 0.1212, 0.0745, -0.2304, -0.2541, 0.0826, 0.1106, -0.1772, -0.1832, -0.0681, 0.0762, 0.0974, 0.0941, -0.1862, -0.5959, -0.2069, 0.0893, -0.2844, -0.1458, -0.0969, 0.1093, 0.0686, 0.0983, 0.1193, 0.0966, -0.0338, 0.1209, -0.0683, 0.1126],
  "homo_energy_ev": -1.62,
  "total_charge": -1,
  "homo_lumo_gap_ev": 4.2,
  "multiplicity": 1
}

***

Entry 3:
{
  "formula": "C25H25CaIN8",
  "method": "the ωB97M-V functional and the def2-TZVPD basis",
  "elements": ["C", "C", "N", "C", "N", "H", "C", "C", "H", "C", "C", "N", "C", "C", "I", "C", "N", "C", "H", "H", "H", "H", "H", "Ca", "N", "N", "H", "C", "C", "C", "H", "H", "H", "C", "C", "N", "H", "H", "H", "H", "C", "C", "C", "H", "H", "H", "C", "N", "H", "H", "C", "C", "H", "C", "H", "C", "H", "C", "H", "H"],
  "coordinates": [[11.065, 8.891, 7.164], [8.792, 10.498, 3.684], [15.004, 4.834, 6.353], [7.527, 11.000, 3.727], [11.812, 8.575, 6.045], [11.658, 9.425, 7.929], [16.386, 11.436, 4.981], [8.140, 12.959, 5.002], [14.307, 4.790, 8.459], [18.193, 8.942, 6.720], [15.225, 12.229, 4.449], [10.652, 13.007, 5.502], [14.563, 5.398, 7.575], [17.599, 10.068, 6.115], [12.104, 7.729, 3.075], [19.813, 11.124, 5.732], [16.315, 10.247, 5.647], [15.240, 5.829, 5.462], [16.691, 6.054, 3.908], [7.960, 13.943, 5.369], [9.215, 7.108, 4.346], [15.165, 3.835, 6.185], [17.613, 8.047, 7.037], [13.943, 9.078, 5.228], [14.899, 6.998, 6.051], [13.876, 11.584, 4.547], [6.138, 12.607, 4.284], [9.738, 7.699, 5.117], [15.722, 5.541, 4.105], [7.159, 12.205, 4.349], [6.802, 10.420, 3.179], [13.334, 13.438, 5.397], [14.173, 7.486, 8.005], [13.044, 12.363, 5.444], [14.532, 6.708, 7.360], [11.183, 11.122, 4.383], [15.198, 13.187, 4.958], [15.873, 4.498, 3.874], [7.944, 8.222, 6.225], [15.013, 5.943, 3.387], [9.436, 12.463, 5.011], [9.059, 8.153, 6.228], [11.604, 12.167, 5.080], [9.105, 9.599, 3.137], [13.441, 11.666, 3.611], [15.411, 12.444, 3.340], [11.147, 7.919, 5.036], [17.584, 11.975, 4.911], [20.400, 12.022, 5.491], [9.193, 8.818, 8.285], [9.722, 8.622, 7.358], [20.401, 10.062, 6.389], [20.017, 8.130, 7.284], [9.793, 11.270, 4.321], [10.702, 13.837, 6.048], [19.601, 8.935, 6.775], [13.171, 12.093, 6.505], [18.431, 11.094, 5.632], [21.531, 10.074, 6.623], [17.883, 12.649, 4.211]],
  "atomic_forces_ev_per_a": [[1.63, -0.11, 0.10], [2.14, 0.47, 0.37], [0.04, 0.02, 0.90], [-1.13, -0.37, -0.43], [-2.48, -0.83, -0.62], [-0.45, -0.49, -0.33], [-2.33, -1.63, 0.60], [-0.27, -0.49, -0.57], [0.29, 0.45, -0.82], [0.84, -0.15, -0.47], [-0.17, -0.57, -2.02], [-2.17, -1.03, -0.94], [0.26, -2.29, -0.20], [1.26, -0.77, -0.62], [-0.48, -0.17, 1.23], [0.57, 0.54, 0.89], [-1.23, 2.53, -0.90], [-1.10, -0.09, 2.20], [-0.58, -0.29, 0.22], [-0.42, 0.44, 0.43], [0.33, 0.79, 0.25], [-0.07, 0.77, 0.15], [0.43, 0.92, -0.21], [1.38, 0.64, 0.06], [0.56, -0.46, -1.09], [1.12, 0.04, -0.75], [0.56, -0.41, 0.00], [1.50, -0.64, -0.88], [0.86, 1.28, -0.86], [0.61, 0.61, 0.37], [-0.47, 0.13, 0.05], [-0.48, -0.49, -0.04], [0.09, 0.09, 0.30], [-0.63, 0.81, 0.48], [-0.34, 0.96, -0.91], [0.13, 0.67, 0.53], [0.18, 0.19, 0.05], [-0.12, -0.34, 0.28], [1.03, -0.66, -0.05], [-0.09, -0.01, -0.23], [0.57, -0.62, -0.47], [-1.52, 0.05, 0.56], [0.72, -0.89, -0.22], [-0.50, 0.44, 0.18], [0.20, -0.24, 0.77], [-0.11, -0.16, 1.44], [-1.00, 1.19, 1.24], [1.62, -0.82, 0.63], [-0.35, -0.55, -0.19], [0.22, 0.30, -0.19], [0.63, 0.23, -1.13], [1.04, -0.99, 0.34], [1.04, -1.28, 0.59], [-0.14, 0.79, 0.59], [0.37, 0.43, 0.23], [-1.49, 2.06, 0.04], [0.24, -0.17, -0.24], [-0.20, 0.36, -0.66], [-2.08, -0.13, -0.54], [-0.07, -0.03, 0.52]],
  "lowdin_charge": [-0.1123, -0.0411, 0.1186, -0.0919, -0.1547, 0.1241, -0.3292, -0.0078, 0.1374, -0.0054, -0.1145, 0.1833, -0.0537, -0.2519, 0.9471, -0.0260, 0.0687, -0.3716, 0.1093, 0.1091, 0.1229, 0.1794, 0.1102, 1.2092, -0.0643, -0.1448, 0.1221, -0.1217, 0.0006, -0.0481, 0.1095, 0.1357, 0.1013, -0.1600, -0.1783, 0.1420, 0.1179, 0.0903, 0.1487, 0.0500, -0.1589, -0.0451, -0.3428, 0.1037, 0.1249, 0.1621, -0.6455, 0.1776, 0.1281, 0.1278, -0.0179, -0.0583, 0.0805, -0.2075, 0.1655, -0.0571, 0.1368, -0.1678, 0.1456, 0.1881],
  "homo_energy_ev": -13.26,
  "total_charge": 2,
  "homo_lumo_gap_ev": 7.6,
  "multiplicity": 1
}

***

Entry 4:
{
  "formula": "C25H25F5GeN4RuS3",
  "method": "the ωB97M-V functional and the def2-TZVPD basis",
  "elements": ["C", "C", "H", "Ge", "N", "N", "H", "H", "H", "Ru", "H", "F", "C", "C", "H", "C", "C", "C", "C", "C", "H", "C", "H", "H", "C", "H", "N", "C", "H", "H", "H", "H", "H", "C", "H", "F", "H", "C", "C", "F", "F", "S", "C", "H", "N", "H", "H", "C", "C", "C", "H", "C", "S", "S", "C", "C", "C", "H", "H", "H", "C", "C", "F", "H"],
  "coordinates": [[4.876, -1.796, 2.107], [-0.861, -1.410, 5.447], [0.020, 2.315, -5.205], [0.015, -0.861, -1.640], [-0.991, -1.432, 6.588], [-3.554, -3.348, 4.291], [-2.427, -0.385, -1.801], [0.516, -3.346, -1.292], [-0.912, 2.921, -2.342], [-0.101, -0.264, 1.075], [-2.476, 1.371, -3.494], [5.809, -2.502, 2.715], [4.248, -2.300, 0.979], [0.435, -3.917, -3.850], [1.149, -0.455, -2.571], [-1.569, 0.289, -1.857], [-2.622, 4.432, 3.067], [-1.588, -2.072, 3.216], [3.278, -1.546, 0.348], [-2.905, 1.128, 1.718], [0.268, 3.832, -4.341], [-0.687, -3.181, -3.122], [-1.179, -2.981, -1.002], [2.424, -3.626, -4.653], [-2.552, 3.152, 2.530], [0.819, 2.739, 2.176], [-1.595, 1.275, 1.692], [-0.539, 2.237, -3.112], [-0.979, -2.307, -3.721], [-1.575, -3.815, -3.086], [0.722, 5.020, 3.139], [-1.361, 3.332, -4.791], [-3.567, 4.897, 3.316], [2.901, -0.294, 0.820], [-1.668, 1.016, -1.049], [5.114, -0.071, 3.682], [-1.136, 0.366, -3.993], [3.544, 0.186, 1.958], [-2.662, -2.785, 3.832], [2.683, -2.048, -0.739], [4.576, -3.494, 0.508], [1.688, 0.712, 0.013], [-0.394, 2.972, -4.438], [-1.420, 6.074, 3.691], [-3.522, 2.216, 2.202], [0.694, -4.813, -3.279], [0.050, -4.262, -4.812], [-0.128, 3.205, 2.418], [-1.337, 2.546, 2.205], [-0.339, -2.782, -1.664], [0.447, 1.900, -2.772], [1.679, -3.068, -4.087], [0.604, -0.442, 3.442], [-1.488, -2.207, 1.517], [-0.692, -1.359, 4.027], [-1.420, 5.077, 3.272], [4.522, -0.549, 2.599], [1.434, -2.170, -4.660], [-3.430, 0.241, 1.400], [-4.516, 2.311, 2.330], [-1.478, 1.037, -3.198], [-0.194, 4.474, 2.955], [3.204, 1.376, 2.450], [2.145, -2.760, -3.151]],
  "atomic_forces_ev_per_a": [[0.01, -0.01, 0.00], [-0.02, -0.01, 0.15], [0.00, 0.00, 0.00], [0.08, -0.04, -0.03], [0.01, 0.00, -0.03], [0.02, 0.02, 0.00], [0.00, -0.02, -0.01], [0.01, 0.02, 0.01], [0.00, 0.01, 0.00], [-0.31, 0.06, 0.60], [-0.02, 0.01, 0.03], [0.00, -0.02, 0.01], [0.01, -0.06, -0.02], [0.01, 0.08, 0.02], [-0.05, -0.03, -0.11], [0.08, 0.03, -0.14], [-0.06, 0.01, 0.01], [0.17, 0.14, -0.07], [-0.05, 0.11, 0.01], [0.09, 0.07, 0.03], [0.00, 0.00, -0.01], [0.02, 0.03, 0.00], [-0.02, 0.01, 0.01], [0.01, 0.01, 0.01], [0.18, -0.04, -0.04], [0.00, 0.01, 0.00], [-0.11, -0.19, -0.10], [0.00, -0.05, -0.03], [-0.03, -0.01, 0.00], [-0.01, 0.00, -0.02], [-0.01, -0.01, 0.00], [0.01, 0.00, -0.01], [0.01, 0.01, 0.01], [0.07, -0.11, -0.03], [0.00, -0.04, 0.06], [0.02, 0.01, 0.01], [-0.03, 0.00, -0.01], [-0.08, 0.00, -0.06], [-0.08, -0.05, 0.07], [0.01, -0.03, -0.02], [0.01, 0.01, 0.01], [0.08, 0.00, -0.28], [-0.02, -0.02, 0.05], [-0.01, 0.00, 0.00], [-0.12, -0.02, 0.02], [0.01, 0.00, -0.01], [-0.02, -0.02, 0.01], [-0.02, 0.04, 0.01], [0.00, 0.05, 0.02], [0.05, 0.03, 0.00], [0.01, 0.03, 0.01], [-0.05, -0.06, -0.03], [-0.12, -0.09, 0.08], [0.05, 0.03, -0.06], [0.06, 0.04, -0.25], [-0.05, 0.02, 0.01], [0.01, 0.04, 0.05], [0.01, 0.00, 0.02], [-0.02, 0.01, 0.00], [0.00, 0.00, -0.01], [0.08, 0.03, 0.04], [0.07, -0.05, -0.02], [0.01, 0.01, 0.03], [0.02, 0.02, 0.02]],
  "mulliken_spin": [0.0158, -0.0248, -0.0003, 0.0041, 0.0291, 0.0840, 0.0008, -0.0005, -0.0001, 3.2731, 0.0025, 0.0023, -0.0261, 0.0014, 0.0019, 0.0678, 0.0001, 0.1816, 0.0024, 0.0322, 0.0002, 0.0094, -0.0037, 0.0000, -0.0099, -0.0102, 0.0175, -0.0008, -0.0015, 0.0006, 0.0000, -0.0003, 0.0003, 0.0575, -0.0296, -0.0004, 0.0028, 0.0490, -0.0169, 0.0014, -0.0007, 0.2574, 0.0012, 0.0001, 0.0122, -0.0003, 0.0008, 0.0161, -0.0024, 0.0403, 0.0031, -0.0006, 0.5839, 0.3124, 0.0598, 0.0014, -0.0041, -0.0007, -0.0115, 0.0007, 0.0109, 0.0009, 0.0066, -0.0002],
  "homo_energy_ev": [-11.41, -12.21],
  "total_charge": 1,
  "homo_lumo_gap_ev": [7.5, 6.0],
  "multiplicity": 6
}

***

Let's list max |F| in order: 3.29 2.38 2.96 0.68 eV/A.
Let's list E_tot in order: -55473.2268 -37777.7193 -64781.3431 -137473.0960 eV.